Molecular formula: C3H12O2S2
Method: DFT, the ωB97M-V functional and the def2-TZVPD basis

Computed properties:
SMILES: CCSSC.O.O
Total charge: 0
Energy (eV): -29070.948

Each line ends with the natural charge from an NBO analysis.
Geometry (Å):
C 1.08821 1.14479 2.35288  -0.621
C -0.31443 1.05627 1.75000  -0.546
S -0.51649 2.20816 0.37771  0.092
S -2.33298 1.74060 -0.36121  0.070
C -2.16370 0.02943 -0.99835  -0.748
H 1.31888 2.09265 2.84002  0.216
H 1.91189 0.85204 1.69863  0.212
H 1.11595 0.45713 3.20363  0.215
H -0.55468 0.03935 1.44268  0.210
H -0.99087 1.27806 2.57773  0.212
H -1.43562 -0.64447 -0.57819  0.248
H -3.16855 -0.35014 -0.81229  0.220
H -2.01294 0.11344 -2.07757  0.213
H 0.00153 -2.15488 -2.55661  0.481
H 0.12469 -2.92808 -1.24778  0.473
O -0.16439 -2.09049 -1.60842  -0.949
H 2.25404 -0.30600 -1.95817  0.474
H 2.87567 -1.67762 -1.76401  0.465
O 2.96379 -0.86026 -2.28067  -0.939